# C45H48N8O3PRuS2

C45H48N8O3PRuS2 as an isolated structure at a distorted geometry (ωB97M-V with the def2-TZVPD basis set, the OMol25 dataset).

Results
**2S+1**: 6
**Energy relative to the best compared isomer or geometry (same formula, charge and spin)**: 0.4822 eV
**HOMO (alpha / beta)**: -0.4197 / -0.4196 hartree
**Total charge**: +2

Geometry as XYZ:
```
108
Properties=species:S:1:pos:R:3:mulliken_charge:R:1
C -0.940 -2.240 9.111 -0.81
H -1.085 -0.907 -3.892 0.52
C -4.110 0.331 -4.139 -1.24
C -0.377 -0.697 1.009 -0.31
H -5.624 1.039 -1.939 0.45
H -4.554 -3.293 10.496 0.35
C 2.283 -3.388 1.000 -0.71
C 0.225 -0.746 3.743 -0.15
C -1.338 -2.029 6.743 0.43
C 1.192 -3.582 0.166 -0.88
C -2.527 -1.736 1.412 -0.78
H 0.418 -1.304 7.784 0.28
H 2.656 0.419 4.341 0.48
C -0.958 -1.606 5.407 0.11
H -3.059 5.667 -5.056 0.36
C -2.984 -3.099 8.159 -0.49
C -3.707 -3.934 10.750 -0.85
H 0.749 2.961 -0.403 0.79
N 2.045 2.250 -1.833 0.79
H -3.821 0.389 -5.187 0.34
H 4.162 5.407 -1.271 0.48
N -1.694 -1.787 4.325 -0.83
H 2.306 -3.843 1.982 0.45
H 0.937 -0.717 5.748 0.18
H -1.009 5.979 -3.613 0.31
P -1.763 2.550 -3.844 0.46
C 1.172 -0.147 2.874 1.39
N 1.703 0.428 0.592 1.01
C 1.663 3.169 -0.945 -0.65
C 3.355 -2.639 0.541 -0.78
H -3.927 1.344 -1.517 0.12
H 4.861 3.691 -2.933 0.53
O -1.300 4.039 -3.977 -0.32
H -3.731 -4.157 11.812 0.25
C 3.157 2.447 -2.542 0.12
N -0.600 -0.725 -0.320 0.80
C -2.567 -2.672 6.915 -0.82
S -0.975 1.591 -5.402 -0.17
C 2.386 0.420 3.292 -1.12
C -1.735 -1.228 -0.770 -0.37
O -2.474 -3.270 10.518 -0.45
H 3.765 -0.454 -5.038 0.65
H 2.040 5.052 0.002 0.57
C 2.388 4.325 -0.718 -1.38
H -2.613 4.376 -1.566 0.16
C 0.751 -3.276 -5.429 -0.62
C 3.220 0.979 2.358 -1.48
H 4.413 0.614 -1.307 0.44
Ru 1.109 0.101 -1.830 2.17
C 3.953 3.567 -2.358 -1.13
C -1.796 5.273 -3.352 0.52
H -3.943 -3.588 8.261 0.41
N 2.189 -2.156 -1.482 0.36
H -3.260 6.788 -3.707 0.48
N 3.392 0.040 -3.020 1.61
H -3.657 -2.106 -0.377 0.57
C -0.981 -1.260 3.296 0.96
C 1.184 -2.929 -1.053 -0.22
C -1.878 5.134 -1.843 -0.75
C -4.770 1.695 -2.110 -1.10
H 0.359 -4.207 0.458 0.48
C 4.544 -1.529 -1.376 -1.17
H 0.355 -3.046 -1.743 0.52
C 2.830 0.964 1.018 -0.38
C -0.534 -1.815 7.869 -0.40
H 3.466 1.425 0.272 0.06
C -0.225 -1.466 -4.238 -0.61
H -3.944 5.160 -3.607 0.19
N 0.221 -0.976 5.093 -0.07
O -3.336 2.671 -3.813 -0.23
C 0.864 -0.124 1.490 -1.25
H -0.909 4.857 -1.425 -0.06
S -1.074 1.615 -2.175 -0.35
H -4.991 -0.303 -4.054 0.51
C -3.101 5.743 -3.970 -1.34
H -3.189 -2.824 6.045 0.47
H 4.443 1.594 -4.024 0.43
H -5.243 2.146 -4.147 0.31
C 3.298 -2.074 -0.728 0.63
H -3.255 -2.123 2.113 0.64
H 5.458 -0.024 -2.572 0.19
C 4.492 -0.163 -2.066 -1.07
C -2.168 -2.891 9.274 0.91
H -1.374 -3.028 -5.147 0.52
H 2.699 1.473 -4.355 0.51
H -0.325 -2.082 9.987 0.43
C -0.386 -2.634 -4.957 -1.11
N 0.971 -0.937 -3.955 0.84
H -1.860 -1.244 -1.846 0.22
H 4.161 1.432 2.639 0.54
C 3.411 -0.934 -4.120 -2.11
H 5.338 -1.484 -0.631 0.56
C -1.318 -1.235 1.910 0.73
H 4.250 -2.529 1.139 0.51
H 0.674 -4.199 -5.988 0.47
H -3.770 -4.866 10.185 0.35
C 2.063 -1.548 -4.414 0.95
H -2.184 6.087 -1.413 0.50
H -5.038 2.699 -1.780 0.32
C 3.560 4.522 -1.432 -0.63
H -3.295 -0.123 -3.570 0.13
C -4.415 1.711 -3.587 0.47
C 1.987 -2.712 -5.167 -1.07
H 2.893 -3.176 -5.536 0.52
C 3.461 1.401 -3.574 -1.01
H 4.848 -2.287 -2.103 0.36
H 4.110 -1.738 -3.902 0.39
C -2.742 -1.728 0.056 -1.26
```